{
  "formula": "C18H25NO5",
  "method": "ωB97M-V/def2-TZVPD",
  "relative_energy_kcal_mol": 42.1,
  "smiles": "CCOc1ccc(C(=O)OCC(=O)NC2CCCC2)cc1OCC",
  "spin_multiplicity": 1,
  "total_charge": 0,
  "lumo_energy_ev": 0.6,
  "symbols": ["C", "C", "H", "H", "O", "C", "C", "C", "C", "C", "C", "O", "C", "C", "H", "H", "H", "H", "H", "H", "C", "O", "O", "C", "H", "H", "C", "O", "N", "H", "C", "C", "H", "H", "C", "H", "H", "C", "H", "H", "C", "H", "H", "H", "H", "H", "H", "H", "H"],
  "positions_angstrom": [[-6.0865, 0.4261, 0.6084], [-4.8468, 1.3029, 0.6939], [-4.5985, 1.5075, 1.7441], [-5.0205, 2.2562, 0.1774], [-3.7882, 0.5987, 0.0719], [-2.5522, 1.1662, -0.0025], [-2.2592, 2.4287, 0.5080], [-0.9986, 2.9807, 0.3996], [0.0106, 2.2809, -0.2501], [-0.2687, 1.0179, -0.7621], [-1.5229, 0.4359, -0.6385], [-1.6082, -0.8072, -1.1787], [-2.7194, -1.6585, -0.9471], [-2.3521, -3.0259, -1.5038], [-2.1275, -2.9462, -2.5638], [-1.4755, -3.4149, -0.9926], [-3.1807, -3.7143, -1.3655], [-2.9254, -1.7282, 0.1266], [-3.6097, -1.2684, -1.4515], [0.4873, 0.4517, -1.2820], [1.3665, 2.8629, -0.3143], [1.7258, 3.8405, 0.2928], [2.1778, 2.1429, -1.1172], [3.5694, 2.4153, -1.0846], [3.9135, 2.5998, -2.1057], [3.7631, 3.3070, -0.4777], [4.3585, 1.2316, -0.5017], [5.5679, 1.2530, -0.4304], [3.5809, 0.2165, -0.1012], [2.5836, 0.2989, -0.2280], [4.0575, -1.0145, 0.4831], [3.4175, -1.2403, 1.8552], [3.4025, -0.3306, 2.4532], [3.9876, -1.9979, 2.3928], [2.0111, -1.7559, 1.5318], [1.6469, -2.4251, 2.3100], [1.3097, -0.9225, 1.4640], [2.1294, -2.4712, 0.1716], [1.9382, -3.5392, 0.2685], [1.3996, -2.0735, -0.5338], [3.5636, -2.2209, -0.3217], [3.6091, -2.0342, -1.3934], [4.1985, -3.0781, -0.0989], [5.1463, -0.9403, 0.5219], [-0.7855, 3.9547, 0.8099], [-3.0308, 2.9965, 1.0018], [-6.3293, 0.2244, -0.4313], [-5.9103, -0.5199, 1.1131], [-6.9259, 0.9300, 1.0784]],
  "forces_ev_per_angstrom": [[0.42, 0.17, -0.04], [-0.35, 0.12, 0.15], [0.02, 0.04, -0.14], [0.08, -0.07, 0.09], [0.28, -0.07, -0.15], [0.07, -0.12, -0.08], [-0.12, -0.05, 0.02], [0.27, -0.04, -0.12], [-0.39, -0.13, 0.08], [-0.18, 0.10, 0.08], [0.07, 0.17, 0.13], [0.08, 0.15, -0.13], [-0.36, -0.57, 0.00], [0.04, 0.47, 0.14], [0.01, -0.04, -0.12], [0.08, -0.09, 0.04], [-0.09, -0.09, 0.00], [0.00, 0.06, -0.14], [0.14, -0.04, 0.13], [0.07, -0.09, -0.06], [0.13, 0.36, 0.29], [-0.10, -0.17, -0.15], [-0.14, -0.15, -0.23], [0.62, 0.29, 0.16], [-0.06, -0.07, 0.14], [0.02, -0.22, -0.14], [-0.47, 0.34, -0.22], [0.33, 0.16, -0.05], [-0.58, -0.32, 0.13], [0.11, 0.16, -0.07], [0.41, -0.15, 0.11], [0.04, 0.07, -0.03], [0.09, 0.01, 0.05], [0.04, -0.04, 0.03], [-0.02, -0.04, 0.12], [-0.09, 0.06, 0.03], [-0.06, 0.01, 0.04], [-0.06, -0.10, -0.05], [-0.08, 0.00, -0.07], [-0.07, -0.05, -0.04], [0.09, 0.05, -0.03], [0.09, -0.03, -0.03], [0.04, -0.04, 0.00], [-0.14, -0.03, 0.00], [0.02, 0.09, 0.05], [-0.09, 0.01, 0.04], [-0.07, -0.02, -0.09], [-0.03, -0.09, 0.07], [-0.10, 0.03, 0.05]]
}

{
  "formula": "C5H8N2",
  "method": "ωB97M-V/def2-TZVPD",
  "relative_energy_kcal_mol": 63.4,
  "smiles": "C[C@H]1CN1CC#N",
  "spin_multiplicity": 1,
  "total_charge": 0,
  "lumo_energy_ev": 0.8,
  "symbols": ["C", "C", "C", "N", "C", "C", "N", "H", "H", "H", "H", "H", "H", "H", "H"],
  "positions_angstrom": [[1.4372, 1.0732, -0.1875], [0.7515, -0.2165, -0.5828], [0.7213, -1.4381, 0.3003], [-0.4256, -0.6162, 0.0791], [-1.8205, -0.2891, -0.1296], [-1.9858, 0.8544, 0.7973], [-1.7937, 1.6870, 1.5768], [1.5322, 1.1633, 0.8991], [0.8514, 1.9299, -0.5354], [2.4322, 1.1436, -0.6389], [0.7784, -0.4317, -1.6551], [0.8355, -2.4191, -0.1664], [1.2277, -1.3650, 1.2716], [-2.0430, 0.0475, -1.1614], [-2.5774, -1.0597, 0.0874]],
  "forces_ev_per_angstrom": [[0.01, 0.03, 0.02], [0.02, 0.14, -0.26], [-0.05, -0.25, 0.03], [-0.10, 0.11, -0.26], [0.25, -0.05, 0.13], [0.17, 0.78, 0.79], [-0.64, -0.50, -0.69], [-0.06, -0.08, -0.13], [0.07, -0.07, 0.02], [-0.10, -0.05, 0.07], [0.11, 0.00, 0.00], [-0.25, 0.13, -0.05], [-0.39, 0.00, -0.16], [0.35, -0.16, 0.34], [0.63, -0.02, 0.14]]
}

{
  "formula": "C4H7NO2",
  "method": "ωB97M-V/def2-TZVPD",
  "relative_energy_kcal_mol": 75.9,
  "smiles": "NC(=O)C[C@H]1CO1",
  "spin_multiplicity": 1,
  "total_charge": 0,
  "lumo_energy_ev": 0.7,
  "symbols": ["N", "C", "O", "C", "C", "C", "O", "H", "H", "H", "H", "H", "H", "H"],
  "positions_angstrom": [[1.3272, 0.5698, 1.8470], [1.0169, 0.5161, 0.5469], [1.1481, 1.5173, -0.1831], [0.6270, -0.6673, -0.2636], [-0.8602, -0.8482, -0.4672], [-1.6427, 0.1822, -1.1493], [-1.2985, -1.0250, -1.8111], [1.7268, 1.4345, 2.1780], [1.1345, -0.1696, 2.4962], [1.0802, -1.6320, 0.0700], [0.9832, 0.2406, -1.0691], [-1.4045, -1.4979, 0.2238], [-1.1413, 1.0777, -1.5151], [-2.6967, 0.3020, -0.9034]],
  "forces_ev_per_angstrom": [[-0.02, 0.01, 0.27], [0.06, 1.12, 0.11], [0.22, 0.97, 1.38], [0.05, 0.88, -0.69], [-0.06, 0.15, 0.24], [-0.19, 0.32, 0.03], [0.06, -0.14, -0.09], [-0.14, -0.11, 0.10], [0.04, -0.07, -0.07], [0.16, 0.82, -0.83], [-0.45, -3.86, -0.43], [0.22, 0.12, -0.02], [-0.05, -0.17, 0.08], [0.11, -0.05, -0.07]]
}

{
  "formula": "C4H9NOS",
  "method": "ωB97M-V/def2-TZVPD",
  "relative_energy_kcal_mol": 41.4,
  "smiles": "CC(=O)NCCS",
  "spin_multiplicity": 1,
  "total_charge": 0,
  "lumo_energy_ev": 0.7,
  "symbols": ["O", "C", "N", "C", "C", "S", "C", "H", "H", "H", "H", "H", "H", "H", "H", "H"],
  "positions_angstrom": [[-1.7573, 0.9278, 0.0289], [-1.4865, -0.2919, -0.1615], [-0.2878, -0.7586, 0.3629], [0.6772, 0.3252, 0.9069], [1.9386, 0.5083, 0.0308], [3.1208, 1.8371, 0.7732], [-2.2231, -1.1738, -1.2511], [-0.1236, -1.6994, 0.7363], [0.2089, 1.2369, 1.0035], [0.9407, -0.0380, 1.9581], [1.6725, 0.8996, -1.0028], [2.5926, -0.3796, 0.1192], [1.9476, 2.7654, 0.9915], [-2.4146, -2.1788, -0.9019], [-3.1382, -0.7153, -1.5203], [-1.6677, -1.2649, -2.0738]],
  "forces_ev_per_angstrom": [[-0.08, -3.40, -0.94], [0.19, 2.62, -0.76], [0.95, 1.39, 0.50], [1.01, -3.77, 0.94], [0.50, 0.85, 0.32], [-3.73, 0.85, 0.00], [-1.01, 0.65, 4.74], [-0.41, 0.63, -0.71], [-1.45, 1.68, 0.11], [0.00, 0.65, -1.40], [0.46, -1.07, 1.23], [-0.54, 0.31, -0.84], [2.49, -1.56, -0.35], [-0.09, -0.28, 0.31], [-0.93, 0.54, -0.01], [2.62, -0.10, -3.16]]
}